No. 1
{
  "formula": "C4H9N",
  "method": "ωB97M-V with the def2-TZVPD basis set",
  "smiles": "CC(C)=CN",
  "gap_ev": 8.95,
  "e_homo_ev": -7.9,
  "total_charge": 0,
  "symbols": ["N", "C", "C", "C", "C", "H", "H", "H", "H", "H", "H", "H", "H", "H"],
  "xyz": [[0.46, -1.26, -1.53], [0.52, 1.09, 1.45], [-1.48, 0.55, 0.00], [0.73, -0.61, -0.31], [-0.05, 0.25, 0.33], [-0.51, -1.19, -1.83], [-1.76, 0.26, -1.01], [0.92, 2.01, 1.02], [-2.14, -0.03, 0.65], [-1.75, 1.60, 0.13], [1.29, 0.62, 2.05], [0.67, -2.26, -1.50], [-0.31, 1.44, 2.07], [1.74, -0.76, 0.04]],
  "mulliken_charge": [-0.568, -1.384, -1.342, -0.306, 0.815, 0.218, 0.380, 0.270, 0.263, 0.332, 0.402, 0.233, 0.345, 0.341]
}


No. 2
{
  "formula": "C42H39F16N4OPPbTe",
  "method": "ωB97M-V with the def2-TZVPD basis set",
  "gap_ev": [4.72, 4.72],
  "e_homo_ev": [-7.7, -7.7],
  "total_charge": 0,
  "symbols": ["Pb", "Te", "P", "F", "F", "F", "F", "F", "F", "F", "F", "F", "F", "F", "F", "F", "F", "F", "F", "O", "N", "N", "N", "N", "C", "C", "C", "C", "C", "C", "C", "C", "C", "C", "C", "C", "C", "C", "C", "C", "C", "C", "C", "C", "C", "C", "C", "C", "C", "C", "C", "C", "C", "C", "C", "C", "C", "C", "C", "C", "C", "C", "C", "C", "C", "C", "H", "H", "H", "H", "H", "H", "H", "H", "H", "H", "H", "H", "H", "H", "H", "H", "H", "H", "H", "H", "H", "H", "H", "H", "H", "H", "H", "H", "H", "H", "H", "H", "H", "H", "H", "H", "H", "H", "H"],
  "xyz": [[-21.59, -12.42, -5.61], [-15.51, -11.45, -7.37], [-18.14, -8.12, -14.56], [-19.41, -7.25, -14.72], [-19.40, -15.84, -9.71], [-18.26, -9.69, -14.51], [-22.70, -17.26, -5.74], [-16.72, -7.18, -14.32], [-13.70, -7.55, -11.43], [-18.08, -8.28, -13.02], [-22.29, -18.92, -7.62], [-19.67, -14.19, -7.67], [-27.37, -13.31, -9.48], [-28.09, -11.65, -7.24], [-26.03, -11.17, -5.30], [-20.51, -18.36, -9.67], [-17.98, -7.99, -16.24], [-22.89, -13.42, -7.65], [-24.73, -13.75, -9.68], [-21.07, -6.71, -3.79], [-22.88, -14.48, -3.55], [-21.05, -14.59, -5.60], [-23.70, -12.39, -5.38], [-19.69, -5.03, -4.70], [-21.07, -15.65, -6.56], [-11.91, -14.08, -7.52], [-18.17, -5.38, -4.80], [-16.24, -12.43, -5.59], [-23.29, -15.86, -3.11], [-17.41, -5.17, -3.65], [-16.50, -6.46, -6.18], [-20.27, -16.18, -8.78], [-16.77, -11.71, -4.47], [-20.38, -5.90, -4.31], [-23.52, -13.31, -2.94], [-12.84, -13.14, -7.05], [-25.16, -13.46, -8.49], [-26.84, -12.15, -7.31], [-20.71, -15.14, -4.18], [-24.26, -13.40, -7.52], [-13.96, -12.79, -7.85], [-20.86, -17.45, -8.77], [-20.38, -15.34, -7.70], [-15.77, -14.74, -6.65], [-23.91, -12.01, -3.96], [-16.78, -14.52, -4.44], [-21.63, -17.76, -7.70], [-21.49, -14.31, -3.30], [-12.72, -12.68, -5.62], [-13.01, -14.15, -9.66], [-16.24, -13.85, -5.56], [-16.71, -10.20, -4.35], [-15.84, -6.55, -4.90], [-17.77, -5.81, -6.11], [-16.24, -5.96, -3.67], [-15.16, -12.92, -10.04], [-24.66, -12.62, -6.34], [-17.75, -14.57, -2.14], [-26.52, -12.96, -8.44], [-13.99, -13.29, -9.16], [-25.91, -12.11, -6.24], [-17.31, -13.80, -3.41], [-11.08, -15.73, -9.21], [-21.84, -16.82, -6.66], [-17.39, -12.42, -3.43], [-12.00, -14.59, -8.82], [-15.32, -13.78, -10.77], [-13.47, -13.15, -4.99], [-14.66, -14.90, -6.65], [-14.97, -7.20, -4.92], [-24.99, -12.02, -3.85], [-16.07, -12.82, -9.54], [-16.20, -15.71, -6.49], [-18.04, -15.61, -2.31], [-11.22, -16.55, -8.52], [-13.05, -14.54, -10.67], [-14.94, -12.06, -10.60], [-19.62, -14.91, -4.03], [-16.86, -15.61, -4.40], [-18.61, -14.08, -1.65], [-24.02, -16.38, -3.59], [-16.11, -14.41, -7.62], [-22.48, -16.50, -3.36], [-11.31, -16.03, -10.25], [-10.02, -15.48, -9.19], [-22.70, -12.99, -2.23], [-20.76, -16.25, -4.08], [-11.13, -14.45, -6.85], [-21.20, -14.34, -2.24], [-17.90, -11.86, -2.64], [-17.49, -9.89, -3.67], [-12.47, -8.70, -11.29], [-18.36, -5.85, -7.04], [-23.83, -15.65, -2.12], [-11.68, -12.89, -5.25], [-16.03, -6.95, -7.04], [-15.54, -5.98, -2.81], [-17.85, -4.73, -2.79], [-16.80, -9.75, -5.33], [-12.91, -11.59, -5.51], [-15.73, -9.96, -3.90], [-24.42, -13.54, -2.49], [-16.94, -14.53, -1.41], [-23.35, -11.13, -3.61], [-21.22, -13.25, -3.59]],
  "mulliken_charge": [0.597, 0.510, 1.203, -0.173, -0.301, -0.172, -0.332, -0.257, -0.463, -0.276, -0.312, -0.354, -0.284, -0.293, -0.315, -0.294, -0.326, -0.196, -0.281, -0.506, 0.712, 0.168, -0.264, -0.505, 0.355, -1.019, 0.433, 0.046, -1.093, -0.550, -0.364, 0.064, 1.206, 0.690, -0.690, 1.115, 0.322, 0.065, 0.040, 0.034, -0.789, 0.529, 0.070, -1.736, -0.907, -0.752, -0.030, -1.081, -1.272, -1.141, 1.281, -1.681, -0.396, -0.503, -0.322, -2.251, 0.420, -1.548, 0.147, 1.606, 0.308, 0.675, -1.484, 0.138, -1.245, 0.942, 0.366, 0.183, 0.184, 0.372, 0.566, 0.520, 0.569, 0.293, 0.329, 0.375, 0.447, -0.818, 0.268, 0.293, 0.347, 0.272, 0.372, 0.349, 0.344, 0.223, 0.553, 0.345, 0.409, 0.339, 0.423, 0.466, 0.343, 0.335, 0.407, 0.484, 0.380, 0.446, 0.305, 0.260, 0.274, 0.658, 0.433, 0.176, 0.191]
}


No. 3
{
  "formula": "C4H2Cl2OS",
  "method": "ωB97M-V with the def2-TZVPD basis set",
  "gap_ev": 7.68,
  "e_homo_ev": -8.4,
  "total_charge": 0,
  "symbols": ["Cl", "Cl", "S", "O", "C", "C", "C", "C", "H", "H"],
  "xyz": [[-3.05, -0.26, -0.03], [2.42, -1.63, -0.04], [1.64, 1.89, -0.08], [-0.64, 0.94, -0.22], [-0.46, -1.23, -0.02], [0.87, -0.70, -0.14], [-1.28, -0.24, -0.16], [0.66, 0.66, -0.24], [-0.87, -2.37, -0.09], [0.70, 2.94, 1.01]],
  "mulliken_charge": [-0.174, -0.177, -0.408, -0.271, -0.261, 0.206, 0.309, 0.398, 0.227, 0.152]
}


No. 4
{
  "formula": "C5H15P3",
  "method": "ωB97M-V with the def2-TZVPD basis set",
  "gap_ev": [6.18, 8.33],
  "e_homo_ev": [-7.6, -8.4],
  "total_charge": 0,
  "symbols": ["P", "P", "P", "C", "C", "C", "C", "C", "H", "H", "H", "H", "H", "H", "H", "H", "H", "H", "H", "H", "H", "H", "H"],
  "xyz": [[3.07, -0.93, -0.73], [4.06, 0.79, -0.05], [0.36, 1.90, 0.28], [-1.30, -0.39, 0.08], [-0.91, -1.06, -1.23], [-1.93, -1.28, 1.10], [-0.03, 0.24, 0.60], [-2.20, 0.83, -0.12], [-2.84, -1.72, 0.75], [-2.03, 1.72, 0.44], [0.16, 0.08, 1.72], [5.56, 0.61, -0.25], [0.95, 1.93, -1.02], [-1.70, -1.16, -1.92], [4.20, 0.39, 1.34], [-2.27, -0.89, 2.07], [2.72, -0.18, -1.83], [-3.26, 0.49, 0.16], [-1.41, -2.06, 1.64], [-0.08, -0.40, -1.67], [-2.25, 1.18, -1.17], [-0.55, -2.03, -1.08], [1.71, 1.94, 0.90]],
  "mulliken_charge": [0.046, -0.201, -0.057, 2.342, -1.575, -1.960, -0.917, -1.800, 0.462, 0.481, 0.263, 0.104, -0.002, 0.422, 0.060, 0.448, 0.025, 0.349, 0.457, 0.245, 0.398, 0.404, 0.005]
}


No. 5
{
  "formula": "C4H5FN2",
  "method": "ωB97M-V with the def2-TZVPD basis set",
  "gap_ev": [8.17, 8.58],
  "e_homo_ev": [-9.0, -8.8],
  "total_charge": 0,
  "symbols": ["F", "N", "N", "C", "C", "C", "C", "H", "H", "H", "H", "H"],
  "xyz": [[-0.37, 2.06, -2.95], [-0.52, 1.36, -1.77], [1.28, 1.94, -0.44], [-0.31, 0.16, 0.69], [-0.36, -0.61, -0.57], [-0.35, 0.04, -1.81], [0.97, 1.26, 0.52], [-1.22, 0.71, 0.82], [-0.25, -0.35, -2.85], [1.46, 1.49, 1.46], [-0.14, -1.64, -0.37], [-0.12, -0.33, 1.60]],
  "mulliken_charge": [-0.166, -0.238, -0.397, -0.552, -0.417, -0.032, 0.032, 0.257, 0.416, 0.378, 0.332, 0.388]
}


No. 6
{
  "formula": "C32H28BiI2N10OS3",
  "method": "ωB97M-V with the def2-TZVPD basis set",
  "gap_ev": 6.58,
  "e_homo_ev": -9.8,
  "total_charge": 1,
  "symbols": ["Bi", "I", "I", "S", "S", "S", "O", "N", "N", "N", "N", "N", "N", "N", "N", "N", "N", "C", "C", "C", "C", "C", "C", "C", "C", "C", "C", "C", "C", "C", "C", "C", "C", "C", "C", "C", "C", "C", "C", "C", "C", "C", "C", "C", "C", "C", "C", "C", "C", "H", "H", "H", "H", "H", "H", "H", "H", "H", "H", "H", "H", "H", "H", "H", "H", "H", "H", "H", "H", "H", "H", "H", "H", "H", "H", "H", "H"],
  "xyz": [[-0.04, 0.88, -0.16], [-4.52, -4.72, 1.81], [0.08, -3.73, -1.96], [0.00, -0.85, 1.68], [2.09, 5.99, -1.06], [1.15, 3.15, 4.46], [-0.91, -0.77, -1.37], [0.95, 4.28, -2.81], [-0.89, 1.49, 3.94], [-1.56, 1.93, -2.21], [2.11, -0.29, -0.35], [0.90, 3.78, -0.50], [1.46, -3.12, 1.35], [-2.50, 1.26, 0.30], [0.17, 2.62, 2.14], [2.31, -1.38, 0.22], [0.52, -3.71, 1.99], [1.22, 4.56, -1.51], [-2.92, -1.18, -0.14], [1.76, 4.01, 3.12], [-0.62, -7.02, 3.11], [5.55, 0.63, -1.38], [4.53, -0.02, -0.73], [0.52, -5.11, 2.21], [-3.71, -2.07, 0.58], [1.46, -7.29, 1.93], [-2.15, 2.58, -4.42], [-2.73, 2.64, -0.21], [-2.53, 2.70, -1.71], [0.39, -7.84, 2.62], [-3.37, -3.41, 0.65], [-3.34, 3.46, -2.54], [1.12, 3.64, 1.98], [1.99, 5.51, 0.58], [1.34, -1.86, 1.03], [1.36, 4.32, 0.69], [0.06, 2.31, 3.41], [-3.37, 0.24, -0.34], [-3.13, 3.42, -3.91], [3.96, 1.80, -2.75], [-1.50, -3.01, -0.79], [-2.28, -3.90, -0.06], [3.21, 0.26, -1.07], [2.93, 1.16, -2.09], [-0.55, -5.65, 2.91], [-1.38, 1.85, -3.53], [1.53, -5.92, 1.72], [5.28, 1.55, -2.39], [-1.75, -1.62, -0.79], [2.35, -5.48, 1.16], [2.54, 4.74, 3.24], [-0.76, 1.22, 4.91], [-3.35, 0.43, -1.41], [2.39, 6.14, 1.36], [-0.31, -3.19, 2.23], [3.74, 2.50, -3.55], [6.09, 2.07, -2.89], [-2.62, 1.26, 1.30], [-1.46, -7.44, 3.65], [2.24, -7.93, 1.53], [1.89, 1.34, -2.38], [-3.75, 4.01, -4.57], [0.29, 3.55, -3.00], [6.58, 0.43, -1.10], [4.72, -0.74, 0.06], [-0.62, 1.16, -3.87], [-2.04, -4.95, -0.05], [-4.61, -1.71, 1.06], [-4.40, 0.35, 0.00], [-3.74, 2.99, 0.02], [0.34, -8.91, 2.78], [-1.98, 2.50, -5.48], [-4.14, 4.06, -2.11], [-2.02, 3.30, 0.28], [-1.33, -5.00, 3.29], [0.98, 5.03, -3.48], [-1.22, 0.73, 3.37]],
  "mulliken_charge": [2.538, 0.098, 0.062, -0.777, -0.219, -0.215, -0.774, -0.267, -0.373, 1.086, 0.510, 0.397, -0.575, -0.214, 0.113, -0.584, 0.554, 0.135, 0.500, -0.795, -0.702, -0.602, -0.399, 0.385, -0.640, -0.572, -0.704, -1.170, 0.849, -0.485, -0.590, -0.931, 0.172, -0.826, -0.030, -0.056, 0.350, -0.762, -0.595, -0.768, -0.557, -0.205, 0.162, 0.017, -0.216, -1.168, -0.340, -0.538, 0.548, 0.434, 0.402, 0.261, 0.354, 0.413, 0.158, 0.419, 0.397, 0.258, 0.391, 0.376, 0.250, 0.431, 0.054, 0.392, 0.444, 0.424, 0.462, 0.404, 0.522, 0.530, 0.389, 0.480, 0.501, 0.273, 0.407, 0.257, 0.088]
}


No. 7
{
  "formula": "C23H24N6O3S2",
  "method": "ωB97M-V with the def2-TZVPD basis set",
  "smiles": "CCc1cc2c(SCC(=O)N(CC)c3c(N)n(Cc4ccccc4)c(=O)[nH]c3=O)ncnc2s1",
  "gap_ev": 8.85,
  "e_homo_ev": -8.5,
  "total_charge": 0,
  "symbols": ["S", "S", "O", "O", "O", "N", "N", "N", "N", "N", "N", "C", "C", "C", "C", "C", "C", "C", "C", "C", "C", "C", "C", "C", "C", "C", "C", "C", "C", "C", "C", "C", "C", "C", "H", "H", "H", "H", "H", "H", "H", "H", "H", "H", "H", "H", "H", "H", "H", "H", "H", "H", "H", "H", "H", "H", "H", "H"],
  "xyz": [[-0.07, 1.69, 0.43], [-5.39, 1.49, 0.24], [1.83, -2.37, 2.74], [3.15, 1.93, 2.28], [2.52, 3.81, -1.45], [2.95, 1.76, -0.60], [2.47, -0.23, 2.46], [2.15, -0.70, -1.55], [-1.63, 3.68, -0.38], [-3.98, 3.67, -0.56], [1.99, -1.56, 0.62], [-4.41, 0.19, 0.89], [2.25, -0.50, -0.21], [2.24, 2.92, -0.67], [0.33, -2.91, -0.67], [-2.80, 4.23, -0.68], [2.80, 0.91, 1.72], [-0.64, -1.92, -0.53], [1.07, 3.09, 0.29], [-1.82, -2.00, -1.24], [4.22, 1.70, -1.31], [-1.62, 2.45, 0.10], [0.09, -3.97, -1.53], [-4.15, -2.11, 1.89], [-3.09, 0.47, 0.87], [-3.98, 2.45, -0.05], [1.64, -2.86, 0.09], [-1.10, -4.06, -2.23], [2.65, 0.71, 0.30], [5.36, 2.20, -0.43], [2.08, -1.45, 2.01], [-2.06, -3.07, -2.09], [-2.81, 1.75, 0.33], [-5.11, -1.04, 1.38], [5.19, 3.24, -0.16], [-5.71, -1.45, 0.56], [2.45, -3.23, -0.54], [6.31, 2.13, -0.97], [0.47, 3.93, -0.04], [-2.32, -0.18, 1.25], [-3.47, -2.43, 1.11], [-5.80, -0.76, 2.17], [-2.56, -1.22, -1.13], [1.48, 3.27, 1.29], [-2.77, 5.24, -1.07], [-2.98, -3.13, -2.64], [-1.27, -4.90, -2.89], [-0.47, -1.09, 0.13], [2.12, 0.14, -2.10], [4.13, 2.33, -2.20], [1.56, -3.52, 0.96], [1.55, -1.44, -1.87], [4.40, 0.66, -1.61], [-3.57, -1.73, 2.73], [5.43, 1.62, 0.48], [-4.72, -2.97, 2.23], [0.84, -4.74, -1.65], [2.54, -0.13, 3.47]],
  "mulliken_charge": [0.202, -0.305, -0.663, -0.660, -0.673, 0.350, 0.009, -0.318, -0.480, -0.630, 0.294, 0.338, 1.032, 0.748, 0.084, -0.320, 0.818, 1.670, -1.055, -0.591, -0.554, 0.564, -0.718, -1.235, -0.989, -0.150, -1.650, -0.685, -1.798, -1.164, 0.519, -0.671, 0.416, -0.333, 0.297, 0.326, 0.353, 0.431, 0.389, 0.790, 0.167, 0.420, 0.535, 0.475, 0.445, 0.441, 0.374, -0.452, 0.281, 0.461, 0.515, 0.314, 0.323, 0.340, 0.252, 0.421, 0.432, 0.270]
}


No. 8
{
  "formula": "C12H24ClIMgO8",
  "method": "ωB97M-V with the def2-TZVPD basis set",
  "gap_ev": 7.36,
  "e_homo_ev": -7.1,
  "total_charge": 0,
  "symbols": ["I", "Cl", "Mg", "O", "O", "O", "O", "O", "O", "O", "O", "C", "C", "C", "C", "C", "C", "C", "C", "C", "C", "C", "C", "H", "H", "H", "H", "H", "H", "H", "H", "H", "H", "H", "H", "H", "H", "H", "H", "H", "H", "H", "H", "H", "H", "H", "H"],
  "xyz": [[2.81, 1.89, 2.24], [-1.06, 2.73, 1.52], [0.65, 1.17, 1.11], [1.03, 3.32, -2.42], [-1.11, -0.15, -0.09], [1.52, -0.51, 0.38], [0.03, -0.18, 2.54], [1.46, 1.20, -2.85], [0.21, -2.37, 2.62], [-1.47, -1.36, 3.65], [0.95, 1.81, -0.79], [1.40, 1.55, -4.23], [-2.53, 1.35, -1.25], [3.50, -1.54, -0.39], [-0.22, -3.59, 3.22], [-0.38, -1.23, 2.92], [0.84, 4.35, -1.45], [1.13, 2.10, -1.94], [-2.17, 0.01, -0.67], [-3.09, -1.15, -0.89], [-2.20, -0.15, 3.86], [2.02, -1.47, -0.15], [1.20, -2.63, -0.68], [1.79, 4.69, -1.04], [3.74, -1.54, -1.45], [-3.05, -0.36, 4.49], [-1.55, 0.63, 4.25], [0.32, 5.19, -1.90], [-2.84, 1.98, -0.40], [3.88, -2.46, 0.08], [0.66, -4.23, 3.25], [0.25, -2.66, -0.15], [0.23, 4.00, -0.61], [2.05, 2.40, -4.45], [-2.88, -1.93, -0.17], [-2.82, -1.58, -1.86], [1.70, 0.68, -4.81], [1.72, -3.57, -0.50], [-0.58, -3.46, 4.23], [-0.98, -4.09, 2.61], [-1.65, 1.80, -1.68], [-4.14, -0.85, -0.89], [-3.37, 1.30, -1.94], [0.39, 1.81, -4.54], [-2.55, 0.24, 2.89], [1.10, -2.42, -1.75], [4.01, -0.69, 0.07]],
  "mulliken_charge": [-0.580, -0.670, 0.684, -0.404, -0.303, -0.412, -0.554, -0.215, -0.235, -0.421, 0.615, -0.748, -0.845, -1.346, -0.812, 0.772, -0.513, 0.618, 0.720, -1.390, -0.519, 0.888, -1.015, 0.299, 0.337, 0.251, 0.308, 0.276, 0.277, 0.412, 0.262, 0.077, 0.123, 0.315, 0.268, 0.333, 0.212, 0.428, 0.357, 0.291, -0.055, 0.411, 0.436, 0.314, 0.160, 0.310, 0.281]
}


no.,molar mass (g mol⁻¹)
1,71.1
2,1285.5
3,169.0
4,168.1
5,100.1
6,1127.6
7,496.6
8,483.0